# 1
# C19H26F2N2O5

2 unconnected molecules or ions with the total composition C19H26F2N2O5 at a distorted geometry (wB97M-V/def2-TZVPD, the OMol25 dataset).

Results
Frontier orbital gap (eV): 7.58
DFT total energy (Eh): -1424.45485
E_LUMO (eV): -1.8
Molecular weight (Da): 400.4

Last column: Löwdin charge in e.
CARTESIAN COORDINATES (ANGSTROEM)
C1 -1.25 -3.43 -4.02  -0.15
C2 -2.36 -2.39 -3.34  -0.25
C3 -2.25 -2.36 -1.68  -0.18
C4 -3.01 -1.02 -1.12  -0.19
O1 -2.30 0.26 -1.46  -0.14
C5 -1.80 0.70 -0.11  -0.03
C6 -0.28 0.22 0.37  0.07
F1 0.47 -0.61 -0.63  -0.06
C7 0.31 0.64 1.86  -0.02
O2 1.65 0.17 2.25  -0.14
C8 2.70 0.73 1.39  -0.21
C9 3.12 2.28 1.78  -0.22
C10 3.78 2.41 3.28  -0.13
C11 -0.65 1.56 2.88  0.05
C12 -0.21 1.99 4.39  -0.25
C13 0.03 3.60 4.62  -0.08
F2 -1.16 1.48 5.44  -0.10
C14 -2.12 1.99 2.28  0.05
C15 -2.78 1.63 0.82  0.05
C16 -4.29 2.23 0.59  -0.20
O3 -5.20 1.98 -0.37  0.00
N1 -4.41 3.16 1.82  0.06
C17 -3.37 2.84 2.91  -0.23
O4 -3.65 3.26 4.15  0.00
H1 -1.53 -4.56 -3.85  0.08
H2 -0.20 -3.18 -3.52  0.05
H3 -1.23 -3.17 -5.17  0.08
H4 -2.21 -1.29 -3.73  0.11
H5 -3.46 -2.75 -3.57  0.11
H6 -1.14 -2.49 -1.31  0.11
H7 -2.84 -3.32 -1.28  0.13
H8 -4.12 -0.94 -1.49  0.14
H9 -3.07 -1.14 0.06  0.14
H10 2.47 0.72 0.24  0.12
H11 3.66 0.02 1.54  0.15
H12 2.16 2.94 1.61  0.11
H13 3.91 2.62 0.95  0.12
H14 4.41 1.45 3.57  0.09
H15 2.96 2.66 4.10  0.06
H16 4.51 3.36 3.26  0.08
H17 0.84 1.47 4.62  0.15
H18 -0.98 4.21 4.83  0.10
H19 0.66 3.72 5.62  0.10
H20 0.69 4.10 3.78  0.09
H21 -4.01 4.03 1.39  0.14
O5 1.39 -3.88 -3.80  -0.01
C18 2.53 -3.76 -4.24  -0.56
N2 3.20 -4.83 -4.73  0.15
C19 3.26 -2.45 -4.28  0.00
H22 4.14 -4.78 -5.11  0.10
H23 2.73 -5.73 -4.72  0.11
H24 3.36 -2.06 -3.27  0.09
H25 2.69 -1.74 -4.89  0.09
H26 4.26 -2.55 -4.72  0.07

# 2
# C3H4O3

A molecular structure, C3H4O3 at a distorted geometry (wB97M-V/def2-TZVPD, the OMol25 dataset).

Results
Frontier orbital gap (eV): 9.31
Energy relative to the best compared isomer or geometry (same formula, charge and spin) (kcal/mol): 193.4
DFT total energy (Eh): -342.14777
E_LUMO (eV): 0.3
Molecular weight (Da): 88.1

Last column: Löwdin charge in e.
CARTESIAN COORDINATES (ANGSTROEM)
C1 -0.62 0.51 1.71  0.23
C2 -0.90 0.22 0.46  -0.39
C3 -0.01 -0.14 -0.68  0.00
O1 -2.42 0.91 2.24  -0.10
O2 -2.22 0.22 0.10  0.01
O3 -3.01 0.15 1.28  -0.11
H1 0.03 0.59 2.54  0.08
H2 -0.49 0.16 -1.61  0.09
H3 0.12 -1.22 -0.71  0.09
H4 0.95 0.34 -0.57  0.09

# 3
# CH7N5

A single CH7N5 molecule at a distorted geometry (wB97M-V/def2-TZVPD, the OMol25 dataset).

Results
Frontier orbital gap (eV): 9.42
Energy relative to the best compared isomer or geometry (same formula, charge and spin) (kcal/mol): 10.7
DFT total energy (Eh): -316.00800
E_LUMO (eV): 0.9
Molecular weight (Da): 89.1

Last column: Löwdin charge in e.
CARTESIAN COORDINATES (ANGSTROEM)
C1 -0.59 -0.38 -0.27  -0.52
H1 1.48 1.87 -1.36  0.08
H2 0.11 2.20 -0.54  0.08
H3 -0.37 0.51 -2.00  0.11
H4 -2.00 -1.64 0.01  0.04
H5 -0.72 -1.28 1.56  0.15
H6 1.84 -0.41 1.13  0.07
H7 0.97 0.78 1.93  0.07
N1 0.83 1.50 -0.68  0.00
N2 0.17 0.36 -1.18  -0.05
N3 -1.62 -1.01 -0.72  0.07
N4 -0.10 -0.62 1.02  -0.09
N5 1.03 -0.20 1.68  -0.01

# 4
# C4H3NOS2

2 unconnected molecules or ions with the total composition C4H3NOS2 at a distorted geometry (wB97M-V/def2-TZVPD, the OMol25 dataset).

Results
Frontier orbital gap (eV): 7.29
Energy relative to the best compared isomer or geometry (same formula, charge and spin) (kcal/mol): 128.1
DFT total energy (Eh): -1080.38508
E_LUMO (eV): -1.6
Molecular weight (Da): 145.2

Last column: Löwdin charge in e.
CARTESIAN COORDINATES (ANGSTROEM)
C1 -1.26 0.72 0.02  -0.71
C2 1.16 0.80 0.00  -0.46
C3 2.40 0.11 -0.05  -0.10
C4 3.52 -0.35 0.11  0.15
H1 -1.33 -1.93 1.45  0.14
H2 -1.17 1.75 0.22  0.05
H3 4.50 -0.95 -0.09  0.11
N1 -0.10 0.05 0.00  -0.56
O1 1.12 2.03 0.00  0.11
S1 0.05 -1.61 -0.10  0.71
S2 -2.87 0.17 -0.03  0.57

# 5
# C2H8N2O

2 unconnected molecules or ions with the total composition C2H8N2O (wB97M-V/def2-TZVPD, the OMol25 dataset).

Results
Frontier orbital gap (eV): 10.45
Energy relative to the best compared isomer or geometry (same formula, charge and spin) (kcal/mol): 69.8
DFT total energy (Eh): -265.67192
E_LUMO (eV): 1.1
Molecular weight (Da): 76.1

Last column: Löwdin charge in e.
CARTESIAN COORDINATES (ANGSTROEM)
C1 -1.19 0.69 0.80  -0.09
C2 -1.35 0.04 -0.52  -0.30
N1 -0.88 -1.11 -0.73  0.06
H1 -1.01 -1.48 -1.67  0.06
H2 -1.87 0.64 -1.28  0.11
H3 -0.89 -0.04 1.55  0.08
H4 -0.42 1.45 0.72  0.07
H5 -2.12 1.17 1.11  0.07
N2 1.98 -0.78 0.11  -0.04
O1 1.96 0.62 -0.23  -0.17
H6 2.70 0.73 -0.84  0.07
H7 1.05 -1.13 -0.15  0.01
H8 2.04 -0.81 1.12  0.07